C4H9N3S | the ωB97M-V functional and the def2-TZVPD basis

Geometry as XYZ:
```
17
Properties=species:S:1:pos:R:3:forces:R:3:nbo_charge:R:1
C 0.499 -0.622 0.921 0.47 0.63 -0.69 -0.27
C 1.380 -1.113 -0.256 -0.91 -0.34 0.54 -0.19
C 2.608 -0.696 -0.538 0.20 0.16 -0.26 -0.41
C -1.777 -0.163 -0.032 1.55 0.01 0.44 0.29
H -0.112 2.130 1.002 0.26 -0.02 -0.20 0.36
H 0.585 1.706 -0.496 -0.77 -0.14 0.83 0.37
H -0.062 -1.426 1.380 0.29 -0.31 0.12 0.26
H 1.019 -0.027 1.698 0.19 -0.52 -0.45 0.20
H 0.852 -1.854 -0.891 0.41 0.63 0.33 0.22
H 3.105 0.009 0.140 -0.04 -0.25 -0.39 0.19
H 3.143 -1.018 -1.460 -0.42 0.22 0.93 0.21
H -3.528 0.485 -0.829 1.16 0.34 0.26 0.42
H -2.216 1.683 -0.725 0.05 0.41 0.02 0.42
N -0.242 1.619 0.133 0.92 0.15 -0.46 -0.68
N -0.530 0.281 0.410 -1.45 0.21 -0.73 -0.29
N -2.597 0.787 -0.505 -1.23 -0.85 -0.24 -0.80
S -2.130 -1.781 0.048 -0.66 -0.33 -0.06 -0.29
```
Forces are in eV/Å.

Calculated values
total charge: 0
ΔE to the lowest compared entry with this formula, charge and spin: 1.251 eV
largest force on an atom: 1.64 eV/Å
SMILES string: C=CCN(N)C(N)=S

C2H6O3 | the ωB97M-V functional and the def2-TZVPD basis

Geometry as XYZ:
```
11
Properties=species:S:1:pos:R:3:forces:R:3:nbo_charge:R:1
C 0.930 0.389 -0.439 -2.19 0.32 -0.33 -0.09
C -0.442 -0.121 0.208 -0.30 0.71 0.84 0.36
O 2.046 0.130 0.322 0.39 -2.15 4.04 -0.71
O -0.904 -1.269 -0.518 4.13 3.14 -1.41 -0.72
O -1.462 0.900 0.390 0.43 -0.65 -0.32 -0.75
H 1.015 -0.179 -1.355 -0.01 0.15 -0.61 0.18
H 0.932 1.494 -0.618 -0.56 -0.89 -0.04 0.18
H -0.220 -0.310 1.312 -0.15 -0.37 -1.26 0.13
H 1.796 -0.389 1.205 0.76 1.70 -2.96 0.47
H -1.614 -1.683 -0.156 -3.24 -1.55 2.12 0.48
H -2.077 1.037 -0.350 0.73 -0.42 -0.08 0.48
```
Forces are in eV/Å.

Calculated values
total charge: 0
ΔE to the lowest compared entry with this formula, charge and spin: 2.127 eV
largest force on an atom: 5.38 eV/Å
SMILES string: OCC(O)O

C21H42F3N3O9S | the ωB97M-V functional and the def2-TZVPD basis

Geometry as XYZ:
```
79
Properties=species:S:1:pos:R:3:forces:R:3:lowdin_charge:R:1
C 5.169 -3.353 -1.636 -0.26 -0.49 -0.08 -0.12
O 4.873 -1.955 -1.860 0.92 -0.51 1.01 -0.26
C 5.412 -1.120 -0.818 -0.29 1.27 -0.06 -0.23
C 4.721 0.343 -1.006 -0.09 -1.25 0.01 -0.15
C 3.184 0.136 -1.459 0.51 0.82 -0.06 -0.19
C 2.326 1.497 -1.343 0.32 -0.57 0.30 -0.20
C 1.212 1.434 -0.185 0.22 0.01 -0.58 -0.20
C -0.149 2.194 -0.547 -0.02 0.47 0.81 -0.22
C -1.457 1.362 -0.126 0.33 0.39 -0.30 -0.23
C -2.818 2.193 -0.368 0.86 -0.07 0.27 -0.20
C -4.119 1.418 0.146 0.28 0.01 0.24 -0.19
C -4.972 0.715 -1.007 -0.23 -1.19 1.19 -0.12
C -6.564 0.903 -0.827 1.27 1.21 -1.69 -0.20
O -6.779 2.232 -1.465 -2.13 -0.02 -1.71 -0.22
S -7.631 2.078 -2.907 1.32 1.67 -3.76 0.81
O -8.441 3.257 -3.348 1.46 -3.54 2.92 -0.26
O -6.653 1.730 -3.990 -2.19 -0.08 3.34 -0.29
O -8.489 0.688 -2.455 2.19 2.70 0.32 -0.19
C -7.412 -0.057 -1.772 -1.39 -1.93 0.27 -0.24
C -8.202 -1.290 -1.147 1.32 -0.65 -1.76 -0.09
O -8.871 -0.984 0.097 -0.28 -2.28 -0.10 0.04
C -9.485 -2.102 0.655 -1.63 0.63 1.51 -0.53
F -10.147 -2.922 -0.252 1.59 1.35 1.47 0.12
F -8.645 -2.887 1.447 -1.29 1.34 -1.89 0.11
F -10.477 -1.608 1.527 2.06 -1.01 -1.72 0.10
H 5.271 -3.837 -2.666 0.07 0.61 1.48 0.10
H 4.279 -3.854 -1.123 1.02 0.62 -0.46 0.09
H 6.121 -3.511 -1.019 -1.65 0.30 -1.12 0.07
H 5.197 -1.526 0.225 0.02 0.45 -1.30 0.11
H 6.549 -1.041 -0.911 -1.30 -0.11 0.06 0.11
H 4.771 0.876 -0.008 -0.08 -0.57 -1.19 0.09
H 5.307 0.941 -1.787 -0.94 -0.80 1.01 0.11
H 3.167 -0.212 -2.545 0.05 0.28 1.60 0.11
H 2.701 -0.665 -0.813 0.65 0.85 -0.81 0.09
H 1.868 1.682 -2.368 0.40 0.02 1.40 0.10
H 3.053 2.334 -1.085 -0.98 -0.84 -0.59 0.10
H 1.673 1.912 0.736 -0.66 -0.76 -0.91 0.11
H 1.021 0.329 0.041 0.06 1.46 -0.23 0.09
H -0.158 3.176 0.044 -0.10 -1.39 -0.92 0.10
H -0.148 2.493 -1.645 -0.18 -0.64 1.22 0.11
H -1.429 0.402 -0.741 -0.32 1.05 0.74 0.11
H -1.367 1.083 0.980 -0.14 0.37 -1.57 0.10
H -2.830 2.456 -1.472 -0.40 -0.38 1.20 0.11
H -2.729 3.178 0.203 -0.04 -1.43 -0.80 0.10
H -3.754 0.624 0.890 -0.63 1.07 -1.01 0.11
H -4.773 2.133 0.753 0.76 -0.85 -0.94 0.11
H -4.788 -0.415 -0.940 -0.10 1.45 -0.29 0.13
H -4.612 1.089 -2.012 -0.91 -0.48 1.03 0.12
H -6.899 1.103 0.235 0.23 -0.95 -1.23 0.17
H -6.818 -0.474 -2.648 -0.16 0.46 1.45 0.16
H -7.444 -2.149 -1.066 -1.04 1.17 0.42 0.16
H -8.942 -1.632 -1.953 0.88 0.66 1.28 0.16
O 7.901 -4.245 -1.458 0.72 -0.02 -0.14 0.01
C 8.993 -3.769 -1.719 -0.10 -0.29 0.18 -0.58
N 10.137 -4.352 -1.273 0.11 -0.14 0.10 0.15
C 9.166 -2.520 -2.540 0.24 0.11 -0.07 0.00
H 11.057 -3.995 -1.464 -0.16 0.03 -0.03 0.10
H 10.047 -5.190 -0.720 0.02 0.09 -0.06 0.11
H 8.654 -1.695 -2.044 -0.07 -0.08 -0.12 0.08
H 8.729 -2.681 -3.527 -0.09 0.07 0.12 0.09
H 10.218 -2.256 -2.663 -0.08 0.03 -0.02 0.07
O 4.415 -0.297 2.223 -0.05 -0.02 0.35 0.03
C 3.703 -0.981 2.936 0.01 0.06 -0.41 -0.59
N 2.732 -1.770 2.404 -0.11 -0.07 -0.14 0.17
C 3.833 -1.013 4.435 -0.16 -0.16 0.19 -0.01
H 2.122 -2.351 2.953 0.13 0.09 0.01 0.10
H 2.626 -1.765 1.401 0.01 0.00 0.08 0.10
H 3.673 -0.007 4.827 0.14 -0.06 -0.03 0.09
H 4.836 -1.352 4.698 -0.04 0.14 -0.01 0.09
H 3.105 -1.686 4.892 0.06 0.05 0.02 0.07
O -1.334 3.157 2.052 -0.13 0.30 0.67 0.02
C -1.509 3.353 3.243 0.28 -0.08 -0.20 -0.56
N -0.529 3.090 4.148 0.17 -0.09 0.06 0.16
C -2.798 3.890 3.803 -0.05 0.05 0.27 0.00
H -0.629 3.236 5.137 -0.08 0.02 -0.14 0.10
H 0.345 2.729 3.796 -0.08 0.05 0.03 0.11
H -3.609 3.206 3.548 0.03 0.12 -0.08 0.08
H -2.995 4.869 3.365 -0.05 -0.13 -0.05 0.09
H -2.758 3.995 4.889 -0.06 0.01 -0.07 0.07
```
Forces are in eV/Å.

Calculated values
total charge: 0
largest force on an atom: 4.81 eV/Å
energy: -64340.780 eV